A cluster of 2 separate species, C12H16N2 in total, computed with the ωB97M-V functional and the def2-TZVPD basis.

Geometry (Å):
C 3.026 -0.079 -1.901
C 1.820 -0.915 -1.869
C 0.453 -0.505 -1.795
N -0.327 -1.771 -1.669
C 0.628 -2.826 -1.718
N 1.847 -2.405 -1.852
H 3.847 -0.651 -1.881
H 3.208 0.496 -0.900
H 3.110 0.641 -2.656
H 0.077 0.481 -1.684
H -1.253 -1.958 -2.152
H 0.206 -3.761 -1.538
C 1.540 0.443 1.536
C 0.319 -0.068 2.234
C -0.969 0.596 1.614
C -2.195 -0.129 1.617
C -3.203 0.261 0.763
C -3.185 1.509 0.103
C -2.019 2.251 0.114
C -0.959 1.702 0.863
H 1.864 0.087 0.550
H 2.374 0.084 2.285
H 1.521 1.532 1.539
H 0.250 -1.162 2.135
H 0.250 0.138 3.307
H -2.265 -1.090 2.281
H -4.107 -0.371 0.700
H -4.049 1.950 -0.359
H -1.796 3.144 -0.402
H -0.013 2.375 0.737

Computed properties:
Kohn-Sham gap = 9.49 eV
Lowest unoccupied orbital energy = 0.0319 Eh
E_HOMO = -8.619 eV
2S+1 = 1

---

An isolated molecule of C2H4NP, computed with the ωB97M-V functional and the def2-TZVPD basis.

Geometry (Å):
C -0.024 0.183 0.741
C -1.138 -0.276 -0.057
N 1.745 -0.722 -0.718
P 1.527 0.581 0.076
H -0.781 -1.170 -0.450
H -1.346 0.230 -1.032
H -2.081 -0.390 0.545
H 2.098 1.564 0.894

Computed properties:
Kohn-Sham gap (alpha / beta) = 7.33 / 7.36 eV
Lowest unoccupied orbital energy (alpha / beta) = -0.0388 / -0.0375 Eh
E_HOMO (alpha / beta) = -8.389 / -8.385 eV
2S+1 = 1

---

A structure of composition C53H44MnN2OP2S2, computed with the ωB97M-V functional and the def2-TZVPD basis.

Geometry (Å):
Mn 0.029 -0.395 0.266
O 0.670 1.745 -1.436
S 0.079 1.796 -0.083
C 1.273 2.744 0.884
C 0.896 3.841 1.640
C 1.818 4.671 2.288
C 3.152 4.373 2.178
C 4.376 5.063 2.710
C 5.553 4.134 2.324
C 4.917 2.978 1.607
C 5.453 1.825 1.097
C 4.582 0.898 0.524
C 3.208 1.099 0.416
P 2.267 -0.320 -0.214
C 2.827 -0.460 -1.936
C 2.504 -1.618 -2.646
C 2.879 -1.755 -3.969
C 3.589 -0.742 -4.593
C 3.885 0.421 -3.901
C 3.483 0.581 -2.588
C 3.096 -1.713 0.649
C 3.733 -2.776 0.021
C 4.091 -3.901 0.744
C 3.807 -3.987 2.097
C 3.231 -2.905 2.746
C 2.896 -1.772 2.031
C 2.627 2.303 0.897
C 3.531 3.191 1.520
C -1.341 2.904 -0.143
C -1.116 4.239 -0.445
C -2.109 5.215 -0.330
C -3.355 4.824 0.095
C -4.616 5.606 0.325
C -5.674 4.551 0.724
C -4.946 3.240 0.683
C -5.385 1.957 0.892
C -4.476 0.917 0.729
C -3.135 1.117 0.399
P -2.201 -0.370 -0.049
C -2.864 -0.579 -1.736
C -2.169 0.022 -2.786
C -2.601 -0.143 -4.088
C -3.707 -0.935 -4.359
C -4.417 -1.507 -3.316
C -4.019 -1.308 -2.007
C -2.912 -1.727 0.938
C -3.007 -3.018 0.423
C -3.281 -4.084 1.261
C -3.428 -3.880 2.623
C -3.306 -2.603 3.145
C -3.049 -1.531 2.313
C -2.638 2.440 0.201
C -3.605 3.461 0.333
H -0.151 4.090 1.718
H 1.471 5.535 2.836
H 4.299 5.191 3.792
H 4.485 6.058 2.269
H 6.100 3.793 3.205
H 6.266 4.642 1.672
H 6.511 1.615 1.159
H 4.990 -0.033 0.154
H 1.934 -2.396 -2.156
H 2.613 -2.644 -4.525
H 3.897 -0.856 -5.621
H 4.418 1.216 -4.402
H 3.664 1.515 -2.073
H 3.953 -2.730 -1.036
H 4.578 -4.726 0.244
H 4.045 -4.887 2.648
H 3.016 -2.956 3.804
H 2.430 -0.938 2.539
H -0.124 4.525 -0.766
H -1.886 6.246 -0.562
H -4.906 6.142 -0.580
H -4.474 6.349 1.112
H -6.519 4.542 0.034
H -6.071 4.733 1.724
H -6.412 1.742 1.144
H -4.817 -0.102 0.854
H -1.285 0.614 -2.573
H -2.066 0.333 -4.896
H -4.013 -1.107 -5.380
H -5.286 -2.115 -3.523
H -4.599 -1.723 -1.196
H -2.852 -3.191 -0.632
H -3.355 -5.078 0.847
H -3.625 -4.715 3.277
H -3.383 -2.445 4.209
H -2.930 -0.538 2.724
S -0.073 -0.689 2.422
C 0.428 -5.614 1.633
C 0.141 -4.659 0.542
C -0.166 -4.834 -0.792
C -0.281 -3.547 -1.334
N -0.051 -2.647 -0.380
N 0.202 -3.336 0.744
C -0.614 -3.168 -2.735
H 0.392 -6.633 1.265
H -0.297 -5.501 2.435
H 1.419 -5.411 2.035
H -0.296 -5.758 -1.311
H 0.310 -2.806 1.618
H -0.012 -3.732 -3.444
H -0.449 -2.104 -2.884
H -1.661 -3.387 -2.948

Computed properties:
Kohn-Sham gap (alpha / beta) = 5.49 / 5.37 eV
Lowest unoccupied orbital energy (alpha / beta) = -0.0026 / -0.0026 Eh
E_HOMO (alpha / beta) = -5.561 / -5.439 eV
<S²> = 0.820
2S+1 = 2

---

A cluster of 2 separate species, CH5NS2 in total, computed with the ωB97M-V functional and the def2-TZVPD basis.

Geometry (Å):
C -2.196 -4.244 -3.136
N -1.704 -4.923 -4.078
H -2.710 -4.594 -2.246
H -2.093 -3.157 -3.115
H -1.299 -4.279 -4.746
S 0.396 1.849 2.473
S 1.332 2.328 0.845
H 1.315 1.450 3.367
H 1.629 3.652 0.899

Computed properties:
Kohn-Sham gap = 10.19 eV
Lowest unoccupied orbital energy = 0.0179 Eh
E_HOMO = -9.703 eV
2S+1 = 1

---

A cluster of 40 separate species, H80O40 in total, computed with the ωB97M-V functional and the def2-TZVPD basis.

Geometry (Å):
H -0.525 4.032 -4.890
H 0.737 3.899 -5.531
O 0.403 3.891 -4.589
H -4.273 -1.723 0.762
H -2.904 -1.929 1.614
O -3.519 -2.251 0.930
H -1.962 -0.392 -1.250
H -2.381 -1.924 -0.636
O -1.602 -1.177 -0.876
H -2.335 -3.247 -3.504
H -1.530 -3.203 -4.899
O -1.640 -3.584 -4.014
H -0.285 -0.509 4.433
H -1.528 -1.323 3.639
O -1.236 -0.557 4.164
H 3.222 2.765 -3.557
O 3.007 3.715 -3.622
H 4.989 -2.524 -2.001
O 4.402 -3.103 -1.456
H 3.737 2.425 1.154
H 2.767 3.152 2.331
O 2.924 2.950 1.336
H -1.708 1.194 -6.333
H -2.689 2.156 -5.680
O -1.875 1.582 -5.501
H -4.062 2.945 -0.595
H -4.842 1.905 -1.040
O -4.755 2.888 -1.235
H -3.655 4.414 1.149
H -2.702 5.796 1.416
O -3.244 5.229 0.904
H 0.758 -0.664 -2.590
O 0.555 -1.599 -2.589
H 2.880 5.759 0.468
H 3.432 4.483 0.119
O 3.138 5.290 -0.379
H -2.608 1.999 -1.932
H -2.234 0.582 -2.770
O -2.657 1.011 -1.986
H -3.915 -1.936 3.843
H -3.611 -3.166 4.819
O -3.242 -2.509 4.179
H 1.073 -4.518 -2.013
H -0.145 -4.176 -2.923
O 0.237 -4.872 -2.377
H 1.520 -4.572 -4.213
H 1.834 -3.241 -3.561
O 2.211 -4.058 -3.811
H 1.557 0.046 2.787
H 1.782 -1.387 2.389
O 1.594 -0.893 3.198
H 0.998 2.639 1.947
O 0.731 2.456 2.885
H -4.490 -0.221 5.041
H -3.029 -0.088 4.831
O -3.688 -0.218 5.532
H 3.236 0.573 3.259
O 3.294 1.342 3.858
H -5.654 -1.343 -1.581
H -5.884 0.063 -1.861
O -6.075 -0.549 -1.142
H 3.490 -0.616 -0.431
H 4.324 -0.146 0.788
O 3.403 -0.112 0.394
H -4.044 -3.134 -1.026
H -5.522 -3.611 -1.034
O -4.895 -3.093 -1.505
H 1.966 5.021 -1.770
H 1.599 4.863 -3.168
O 1.309 5.362 -2.400
H -0.134 -4.105 4.030
H -0.166 -3.111 2.801
O 0.261 -3.364 3.601
H 2.185 1.573 -2.715
H 0.978 0.871 -3.721
O 1.612 0.898 -2.985
H -2.431 -4.030 -0.058
H -1.413 -4.351 -1.123
O -2.189 -3.807 -0.974
H 1.284 -2.279 0.690
H 2.432 -2.933 -0.306
O 1.526 -2.716 -0.097
H 0.364 2.494 5.073
H -0.893 2.635 5.665
O 0.048 2.633 5.983
H 5.709 -0.544 3.354
H 5.622 -1.332 2.062
O 5.229 -0.570 2.489
H 1.526 1.331 0.097
O 1.508 1.770 -0.736
H -0.577 2.894 -2.962
H -0.308 3.955 -2.034
O -1.076 3.406 -2.311
H 1.620 2.058 3.129
H 3.829 4.181 -3.796
H 2.663 1.131 4.641
H 3.650 -3.533 -1.794
H -0.146 -1.866 -1.944
H 0.781 1.477 -1.382
O 2.777 -5.254 2.382
H 1.967 -4.747 2.327
H 2.489 -5.732 3.166
O 5.955 -1.012 -2.092
H 6.441 -1.569 -1.486
H 5.287 -0.524 -1.620
O 4.155 2.333 -0.976
H 4.133 3.212 -1.254
H 3.167 2.080 -0.822
O -5.601 0.619 1.740
H -6.024 0.346 0.943
H -5.890 0.238 2.531
O -1.035 -1.808 1.531
H -0.920 -0.960 1.987
H -1.132 -1.388 0.538
O -1.318 -5.843 3.447
H -1.153 -5.624 2.552
H -1.686 -5.111 3.951
O -0.456 6.152 0.489
H -0.192 6.352 -0.390
H -0.620 5.216 0.482

Computed properties:
Net charge = -1
Kohn-Sham gap (alpha / beta) = 1.80 / 9.71 eV
Lowest unoccupied orbital energy (alpha / beta) = 0.0540 / 0.0523 Eh
E_HOMO (alpha / beta) = -0.327 / -8.291 eV
<S²> = 0.751
2S+1 = 2

---

A structure of composition C21H37Cl2CrNSi4, computed with the ωB97M-V functional and the def2-TZVPD basis.

Geometry (Å):
Cr -0.570 -0.415 1.369
Cl 1.636 0.022 2.592
C 0.838 1.410 3.376
Cl -0.924 1.147 3.464
H 1.019 2.290 2.771
H 1.215 1.483 4.389
C -4.827 -0.327 0.512
C -4.952 0.930 -0.061
C -3.822 1.682 -0.320
C -2.568 1.180 0.020
N -2.466 -0.025 0.627
C -3.561 -0.765 0.839
C -1.280 1.826 -0.301
C -1.221 3.076 -0.919
C 0.006 3.617 -1.265
C 1.169 2.908 -0.995
C 1.104 1.675 -0.359
C -0.113 1.105 0.013
H -5.682 -0.958 0.699
H -5.929 1.317 -0.321
H -3.910 2.646 -0.796
H -3.402 -1.733 1.289
H -2.120 3.636 -1.138
H 0.053 4.583 -1.747
H 2.129 3.318 -1.282
H 2.032 1.150 -0.153
C -0.873 -4.510 -2.323
Si -1.153 -2.668 -2.097
C -0.410 -1.682 -3.511
C -2.990 -2.314 -2.028
Si 0.068 -1.924 -0.193
Si 2.288 -2.819 -0.336
C 2.902 -2.480 -2.076
C 2.260 -4.665 0.002
C 3.470 -2.030 0.891
Si -0.945 -2.800 2.368
C 0.506 -3.166 3.518
C -2.496 -2.624 3.455
C -1.232 -4.370 1.350
H -1.570 -4.880 -3.081
H -1.048 -5.079 -1.411
H 0.137 -4.730 -2.673
H -0.867 -2.020 -4.445
H 0.668 -1.809 -3.605
H -0.615 -0.615 -3.407
H -3.413 -2.526 -3.013
H -3.204 -1.271 -1.795
H -3.507 -2.946 -1.305
H 2.357 -3.060 -2.822
H 3.954 -2.773 -2.138
H 2.835 -1.426 -2.350
H 1.476 -5.204 -0.530
H 2.155 -4.874 1.069
H 3.222 -5.076 -0.319
H 3.678 -0.984 0.660
H 4.421 -2.569 0.857
H 3.107 -2.101 1.916
H 0.655 -2.385 4.267
H 1.446 -3.292 2.979
H 0.303 -4.099 4.051
H -2.796 -1.600 3.683
H -2.288 -3.120 4.407
H -3.356 -3.130 3.011
H -0.357 -4.627 0.752
H -2.075 -4.252 0.664
H -1.450 -5.235 1.981

Computed properties:
Net charge = +1
Kohn-Sham gap (alpha / beta) = 7.55 / 7.02 eV
Lowest unoccupied orbital energy (alpha / beta) = -0.1130 / -0.1180 Eh
E_HOMO (alpha / beta) = -10.629 / -10.227 eV
<S²> = 3.888
2S+1 = 4

---

| no. | E (Ha) |
| --- | --- |
| 1 | -576.286156 |
| 2 | -474.460036 |
| 3 | -4860.860933 |
| 4 | -892.174157 |
| 5 | -3057.429339 |
| 6 | -3999.803624 |